Entry 1:
A 2-piece molecular cluster, C4H10NO2 overall in a non-equilibrium geometry, computed with ωB97M-V with the def2-TZVPD basis set.

E_tot (Eh): -363.37880
Kohn-Sham gap (eV): 10.4
Energy above the lowest of the compared OMol25 structures with the same formula, charge and spin (kJ/mol): 149.27

Structure (ORCA input):
```
! wB97M-V def2-TZVPD RIJCOSX def2/J DEFGRID3
* xyz 1 1
C 0.32 -1.99 -1.44
C -0.48 -1.17 -0.77
C -1.94 -1.29 -0.74
C 0.18 -0.15 0.01
N 1.78 2.31 1.17
O 1.30 0.09 -0.32
O -0.53 0.63 0.85
H 1.41 -1.96 -1.43
H -0.05 -2.67 -2.11
H -2.48 -0.37 -0.65
H -2.44 -1.75 -1.63
H -2.42 -1.94 0.06
H 2.47 2.32 1.96
H 1.79 3.07 0.50
H 0.77 2.23 1.40
H 1.80 1.37 0.49
H -1.37 0.13 0.77
*
```

Entry 2:
An isolated ion of composition C4H10NO2 and charge +2 in a non-equilibrium geometry, computed with ωB97M-V with the def2-TZVPD basis set.

E_tot (Eh): -362.72983
Kohn-Sham gap (alpha / beta) (eV): 8.7 / 7.4
<S²>: 0.7545
Energy above the lowest of the compared OMol25 structures with the same formula, charge and spin (kJ/mol): 423.80

Structure (ORCA input):
```
! wB97M-V def2-TZVPD RIJCOSX def2/J DEFGRID3
* xyz 2 2
O -2.51 0.34 0.53
C -1.81 -0.15 -0.66
C -0.40 -0.10 -0.65
C 0.42 -0.83 0.63
C 1.92 -0.67 0.51
O 2.25 0.73 0.82
N 0.10 1.39 -0.52
H -2.48 -0.74 -1.21
H -0.03 -0.76 -1.46
H 0.07 -2.01 0.73
H -0.03 -0.39 1.55
H 2.18 -0.88 -0.55
H 2.72 -1.28 0.97
H 1.56 1.33 0.34
H -0.74 1.68 -0.03
H 0.22 1.94 -1.36
H -3.45 0.39 0.38
*
```

Entry 3:
A 2-piece molecular cluster, C4H10NO2S overall in a non-equilibrium geometry, computed with ωB97M-V with the def2-TZVPD basis set.

E_tot (Eh): -761.88384
Kohn-Sham gap (eV): 6.2
Energy above the lowest of the compared OMol25 structures with the same formula, charge and spin (kJ/mol): 98.63

Structure (ORCA input):
```
! wB97M-V def2-TZVPD RIJCOSX def2/J DEFGRID3
* xyz -1 1
O 1.07 -0.01 -1.73
C 0.47 0.25 -0.68
N -0.42 -0.62 -0.17
C -1.25 -0.74 1.07
C -0.73 -0.09 2.33
S -1.79 -0.59 3.78
C 0.90 1.44 0.14
H -0.51 -1.40 -0.81
H -2.19 -0.23 0.82
H -1.38 -1.82 1.22
H 0.24 -0.50 2.65
H -0.78 0.99 2.31
H 0.03 2.09 0.27
H 1.75 2.00 -0.26
H 1.08 1.17 1.18
H 1.69 -1.19 -4.27
H 0.77 -0.27 -3.47
O 1.05 -0.48 -4.40
*
```